(1)
Density functional theory data (ωB97M-V/def2-TZVPD) for C4H8N4O in the gas phase.

Geometry as ORCA input:
```
! RIJCOSX wB97M-V def2-TZVPD def2/J DEFGRID3
* xyz 0 1
C 1.85 -1.12 0.67
C 0.52 2.17 0.19
C -0.70 0.55 -0.51
C -2.74 -0.27 -0.06
H 2.93 -0.92 1.27
H 0.74 -1.14 1.13
H 2.09 -2.33 0.65
H 2.11 -1.02 -1.33
H 1.15 3.02 0.39
H -2.79 -1.17 0.68
H -3.15 0.59 0.24
H -3.45 -0.75 -0.72
N 1.46 -0.74 -0.71
N 0.68 0.36 -1.12
N -0.64 1.65 0.44
N -1.49 -0.41 -0.59
O 1.43 1.52 -0.61
*
```

Calculated values
* SMILES string: C/N=c1\ncon1NC
* HOMO: -9.04 eV
* frontier orbital gap: 9.77 eV

Charges in e, computed with Mulliken, in the same order as the atoms:
1. C -0.7640
2. C 0.1991
3. C 0.3262
4. C -0.9365
5. H 0.2430
6. H 0.2964
7. H 0.2612
8. H 0.2427
9. H 0.4152
10. H 0.2665
11. H 0.4381
12. H 0.3370
13. N -0.1348
14. N -0.0522
15. N -0.5379
16. N -0.3155
17. O -0.2845


(2)
Density functional theory data (ωB97M-V/def2-TZVPD) for a molecular structure, C4H8N4O.

Geometry as ORCA input:
```
! RIJCOSX wB97M-V def2-TZVPD def2/J DEFGRID3
* xyz 0 1
C 1.45 -1.96 -1.40
C 0.16 -0.10 -0.71
C -0.07 1.23 1.06
C -0.98 -0.48 0.02
H 1.83 -2.11 -0.39
H 0.25 -2.47 -1.71
H 2.23 -2.30 -2.07
H 1.14 -0.05 -2.49
H 0.47 3.32 1.52
H -0.63 2.43 2.50
H -2.42 -1.11 -1.27
H -2.45 -2.09 0.92
N 1.25 -0.47 -1.57
N 0.19 2.25 1.88
N -1.12 0.45 1.06
N -1.78 -1.55 -0.20
O 0.81 0.93 0.12
*
```

Calculated values
* HOMO: -7.55 eV
* frontier orbital gap: 7.84 eV

Charges in e, computed with Mulliken, in the same order as the atoms:
1. C -0.6858
2. C 0.1013
3. C 0.5341
4. C 0.2606
5. H 0.2159
6. H 0.2217
7. H 0.3391
8. H 0.2543
9. H 0.3027
10. H 0.3131
11. H 0.3381
12. H 0.3447
13. N -0.2877
14. N -0.5197
15. N -0.6782
16. N -0.6220
17. O -0.4322


(2) takes first place; second place is 0.609 eV up.


(1)
Density functional theory data (ωB97M-V/def2-TZVPD) for a molecular structure, C38H37BiN16O3PS2Se.

Geometry as ORCA input:
```
! RIJCOSX wB97M-V def2-TZVPD def2/J DEFGRID3
* xyz -1 1
Bi 0.21 0.84 -0.20
C -1.65 -0.15 7.73
C -1.52 -1.38 7.09
C -1.02 -1.45 5.79
C -0.65 -0.28 5.12
C -0.75 0.94 5.78
C -1.26 1.01 7.08
P -0.09 -0.20 3.37
C 0.11 -1.98 2.93
C 1.43 -2.46 2.94
C 1.71 -3.78 2.64
C 0.68 -4.65 2.30
C -0.63 -4.18 2.27
C -0.91 -2.85 2.57
C -1.67 0.19 2.48
C -2.93 0.11 3.08
C -4.09 0.19 2.32
C -4.01 0.35 0.94
C -2.77 0.46 0.35
C -1.60 0.41 1.10
H -2.05 -0.10 8.73
H -1.82 -2.29 7.60
H -0.93 -2.41 5.30
H -0.43 1.85 5.28
H -1.34 1.97 7.57
H 2.24 -1.78 3.18
H 2.73 -4.13 2.64
H 0.89 -5.68 2.06
H -1.44 -4.85 1.98
H -1.94 -2.50 2.52
H -3.02 -0.04 4.15
H -5.06 0.10 2.81
H -4.91 0.40 0.34
H -2.71 0.63 -0.73
N 3.18 1.82 1.90
C 3.27 0.64 1.19
N 4.42 0.01 1.01
N 4.10 -1.03 0.21
N 2.85 -1.03 -0.07
N 2.26 0.02 0.57
C 2.01 2.47 2.17
N 1.89 3.38 3.11
N 0.59 3.77 3.03
N -0.02 3.14 2.10
N 0.86 2.29 1.51
H 3.97 2.06 2.47
O 1.71 -3.96 -7.33
S 1.16 -3.75 -8.66
O -0.07 -4.48 -8.92
O 2.14 -3.76 -9.72
C 0.53 -2.03 -8.62
N 0.16 -1.46 -9.77
C -0.39 -0.26 -9.68
C -0.60 0.40 -8.48
C -0.17 -0.27 -7.34
N 0.39 -1.48 -7.41
C -0.30 0.27 -5.96
C -1.47 0.85 -5.50
C -1.57 1.18 -4.15
N -0.59 0.97 -3.28
C 0.56 0.47 -3.75
C 0.74 0.10 -5.07
H -0.68 0.20 -10.62
H -1.05 1.38 -8.43
H -2.32 1.00 -6.16
H -2.48 1.60 -3.74
H 1.36 0.31 -3.02
H 1.67 -0.36 -5.40
C -2.63 -1.82 -3.02
N -1.28 -2.18 -3.41
C -0.89 -2.52 -4.70
C 0.41 -2.84 -4.65
N 0.80 -2.70 -3.32
C 2.14 -2.99 -2.82
C -0.24 -2.30 -2.57
Se -0.30 -2.05 -0.71
H -3.19 -1.54 -3.91
H -2.60 -0.99 -2.32
H -3.12 -2.65 -2.52
H -1.56 -2.49 -5.54
H 1.08 -3.13 -5.45
H 2.87 -2.66 -3.56
H 2.26 -4.07 -2.67
H 2.29 -2.48 -1.88
C -1.72 5.75 1.25
N -0.60 5.59 0.33
C 0.69 6.21 0.64
C 1.55 5.75 -0.53
N 0.84 4.54 -0.93
C -0.45 4.55 -0.51
S -1.61 3.45 -1.00
H -1.99 6.80 1.30
H -1.44 5.39 2.24
H -2.55 5.16 0.88
H 1.06 5.84 1.60
H 0.59 7.29 0.70
H 2.58 5.55 -0.24
H 1.55 6.49 -1.33
H 1.06 4.06 -1.79
*
```

Calculated values
* HOMO: -5.98 eV
* frontier orbital gap: 7.74 eV

Charges in e, computed with Mulliken, in the same order as the atoms:
1. Bi 1.1829
2. C -0.4615
3. C -0.7544
4. C -0.2148
5. C -0.2286
6. C -0.1835
7. C -0.6752
8. P 0.7148
9. C 0.4745
10. C -0.6462
11. C -0.6152
12. C -0.5402
13. C -0.5341
14. C -0.1014
15. C 0.8745
16. C -0.1749
17. C -0.8438
18. C -1.0516
19. C -0.8520
20. C 0.2641
21. H 0.3651
22. H 0.3999
23. H 0.3616
24. H 0.4361
25. H 0.4038
26. H 0.2947
27. H 0.4065
28. H 0.3546
29. H 0.4177
30. H 0.3277
31. H 0.2935
32. H 0.3774
33. H 0.4167
34. H 0.1169
35. N -0.0048
36. C -0.0161
37. N -0.5989
38. N -0.7328
39. N -0.2621
40. N 0.7041
41. C -0.0745
42. N -0.6888
43. N -0.7204
44. N 0.3599
45. N 0.3891
46. H 0.2823
47. O -0.6831
48. S 1.1679
49. O -0.7082
50. O -0.6949
51. C -0.0648
52. N -0.4953
53. C -0.3794
54. C -0.7036
55. C 0.0647
56. N 0.0243
57. C 0.9127
58. C -1.0514
59. C -0.5171
60. N 0.3723
61. C -0.3745
62. C -0.4312
63. H 0.4135
64. H 0.4716
65. H 0.4451
66. H 0.3952
67. H 0.2862
68. H 0.5182
69. C -0.7704
70. N 0.5692
71. C -0.6367
72. C -1.1322
73. N 0.5954
74. C -0.5703
75. C -0.2926
76. Se -0.3384
77. H 0.3450
78. H 0.0890
79. H 0.3357
80. H 0.6837
81. H 0.9821
82. H 0.3152
83. H 0.3060
84. H 0.1206
85. C -0.9359
86. N 0.1043
87. C -0.5112
88. C -0.6857
89. N 0.0936
90. C -0.0767
91. S -0.3599
92. H 0.2924
93. H 0.3077
94. H 0.3174
95. H 0.2593
96. H 0.4349
97. H 0.3446
98. H 0.3711
99. H 0.2323


(2)
Density functional theory data (ωB97M-V/def2-TZVPD) for a molecular structure, C38H37BiN16O3PS2Se.

Geometry as ORCA input:
```
! RIJCOSX wB97M-V def2-TZVPD def2/J DEFGRID3
* xyz -1 1
Bi 0.96 0.77 -1.43
C -3.41 2.37 2.06
C -3.34 0.99 2.01
C -2.11 0.38 1.89
C -0.94 1.14 1.82
C -1.02 2.52 1.87
C -2.25 3.13 1.99
P 0.58 0.15 1.65
C 0.84 -0.37 3.38
C -0.06 -0.13 4.41
C 0.24 -0.53 5.70
C 1.43 -1.18 5.98
C 2.31 -1.46 4.95
C 2.01 -1.07 3.66
C 1.87 1.44 1.47
C 2.54 2.04 2.53
C 3.49 3.01 2.28
C 3.80 3.37 0.98
C 3.15 2.76 -0.08
C 2.19 1.78 0.16
H -4.37 2.86 2.15
H -4.24 0.39 2.06
H -2.03 -0.70 1.84
H -0.13 3.13 1.80
H -2.32 4.21 2.02
H -0.99 0.38 4.22
H -0.47 -0.33 6.50
H 1.67 -1.48 6.99
H 3.23 -1.99 5.15
H 2.69 -1.29 2.84
H 2.30 1.75 3.55
H 3.99 3.49 3.11
H 4.53 4.14 0.79
H 3.37 3.05 -1.09
N 0.56 3.21 -4.12
C 0.34 3.68 -2.85
N 0.06 4.93 -2.54
N -0.03 4.93 -1.21
N 0.19 3.78 -0.73
N 0.43 2.93 -1.75
C 1.52 2.27 -4.33
N 2.17 2.11 -5.47
N 3.03 1.13 -5.25
N 2.93 0.70 -4.05
N 1.97 1.39 -3.41
H 0.49 3.90 -4.86
O -8.67 -2.82 0.39
S -8.22 -2.73 -1.00
O -6.98 -3.45 -1.27
O -9.26 -2.93 -2.00
C -7.77 -0.96 -1.09
N -8.73 -0.04 -1.06
C -8.35 1.22 -0.95
C -7.01 1.60 -0.90
C -6.08 0.57 -0.99
N -6.48 -0.69 -1.06
C -4.62 0.77 -1.04
C -3.99 2.01 -1.08
C -2.61 2.06 -1.17
N -1.84 0.99 -1.21
C -2.43 -0.20 -1.16
C -3.80 -0.36 -1.08
H -9.14 1.96 -0.91
H -6.74 2.64 -0.80
H -4.56 2.93 -1.04
H -2.11 3.01 -1.19
H -1.77 -1.06 -1.17
H -4.27 -1.33 -1.05
C -1.15 -5.22 1.25
N -0.30 -5.35 0.10
C -0.14 -6.48 -0.66
C 0.71 -6.17 -1.66
N 1.07 -4.85 -1.51
C 1.94 -4.14 -2.40
C 0.43 -4.35 -0.43
Se 0.53 -2.65 0.23
H -1.29 -6.19 1.72
H -2.12 -4.80 0.98
H -0.67 -4.53 1.96
H -0.64 -7.40 -0.43
H 1.10 -6.76 -2.47
H 2.67 -4.83 -2.83
H 2.47 -3.36 -1.85
H 1.38 -3.67 -3.20
C 5.89 -1.12 0.49
N 5.72 -0.14 -0.53
C 6.74 0.81 -0.92
C 6.09 1.58 -2.09
N 4.77 1.00 -2.15
C 4.62 0.00 -1.29
S 3.25 -0.95 -1.17
H 6.15 -0.65 1.44
H 6.67 -1.83 0.22
H 4.95 -1.65 0.60
H 7.65 0.28 -1.23
H 6.98 1.47 -0.08
H 6.62 1.43 -3.04
H 6.01 2.65 -1.89
H 4.16 0.99 -2.99
*
```

Calculated values
* HOMO: -5.40 eV
* frontier orbital gap: 7.02 eV

Charges in e, computed with Mulliken, in the same order as the atoms:
1. Bi 1.6329
2. C -0.6566
3. C -0.5497
4. C -0.5044
5. C 0.7199
6. C -0.7693
7. C -0.8042
8. P 0.8724
9. C 0.1743
10. C -0.1865
11. C -0.6751
12. C -0.5754
13. C -0.5913
14. C -0.4259
15. C 0.3890
16. C -0.3387
17. C -0.9319
18. C -0.7995
19. C -0.3322
20. C -0.2764
21. H 0.4203
22. H 0.5644
23. H 0.4935
24. H 0.2940
25. H 0.4154
26. H 0.3569
27. H 0.4233
28. H 0.3642
29. H 0.4205
30. H 0.4969
31. H 0.5201
32. H 0.4083
33. H 0.4162
34. H 0.5412
35. N -0.0938
36. C 0.0770
37. N -0.5119
38. N -0.9114
39. N 0.3872
40. N 0.1563
41. C 0.1004
42. N -0.5340
43. N -0.7651
44. N -0.4952
45. N 0.7862
46. H 0.3280
47. O -0.6915
48. S 1.1827
49. O -0.6625
50. O -0.6976
51. C 0.0326
52. N -0.5219
53. C -0.3895
54. C -0.5668
55. C 0.2726
56. N -0.2589
57. C 1.3401
58. C -1.0936
59. C -0.6040
60. N 0.3269
61. C -0.5150
62. C -0.9625
63. H 0.4091
64. H 0.3876
65. H 0.3279
66. H 0.4481
67. H 0.3888
68. H 0.7191
69. C -0.8833
70. N 0.2525
71. C -0.4470
72. C -0.5369
73. N 0.2388
74. C -0.5782
75. C -0.1618
76. Se -0.4054
77. H 0.3009
78. H 0.3107
79. H 0.3090
80. H 0.4511
81. H 0.4609
82. H 0.3392
83. H -0.0252
84. H 0.2885
85. C -0.8986
86. N 0.1590
87. C -0.6719
88. C -0.7190
89. N 0.0483
90. C -0.0495
91. S -0.2640
92. H 0.3290
93. H 0.2877
94. H 0.2083
95. H 0.3682
96. H 0.3247
97. H 0.3451
98. H 0.3426
99. H 0.3740


(1) takes first place; second place is 1.035 eV up.


(1)
Density functional theory data (ωB97M-V/def2-TZVPD) for C5H7Cl2F in the gas phase.

Geometry as ORCA input:
```
! RIJCOSX wB97M-V def2-TZVPD def2/J DEFGRID3
* xyz 0 1
C 0.02 1.63 0.01
C -0.25 0.22 -0.57
C 1.04 -0.54 -0.57
C 1.58 -1.11 0.45
C -1.42 -0.50 0.25
H -0.92 2.20 -0.03
H 0.25 1.48 1.10
H 0.74 2.12 -0.61
H -0.57 0.32 -1.61
H 1.46 -0.66 -1.59
H 2.57 -1.68 0.44
H 1.14 -1.06 1.38
F -1.15 -0.36 1.62
Cl -2.98 0.19 -0.11
Cl -1.51 -2.27 -0.17
*
```

Calculated values
* SMILES string: C=C[C@H](C)C(F)(Cl)Cl
* HOMO: -10.05 eV
* frontier orbital gap: 10.83 eV

Charges in e, computed with Mulliken, in the same order as the atoms:
1. C -1.1831
2. C -0.0949
3. C -0.2867
4. C -0.6789
5. C 0.4724
6. H 0.3138
7. H 0.3222
8. H 0.4073
9. H 0.4264
10. H 0.2793
11. H 0.2257
12. H 0.2925
13. F -0.2196
14. Cl -0.1353
15. Cl -0.1410


(2)
Density functional theory data (ωB97M-V/def2-TZVPD) for C5H7Cl2F in the gas phase.

Geometry as ORCA input:
```
! RIJCOSX wB97M-V def2-TZVPD def2/J DEFGRID3
* xyz 0 1
C 0.15 2.22 -0.26
C 0.52 0.86 -0.60
C 2.08 0.60 -0.36
C 2.49 -0.20 0.62
C -0.43 -0.10 0.07
H -0.89 2.51 -0.54
H 0.02 2.21 0.86
H 0.81 3.04 -0.47
H 0.51 0.65 -1.77
H 2.60 1.04 -1.11
H 3.52 -0.56 0.88
H 1.71 -1.06 1.06
F -0.03 -0.22 1.40
Cl -2.27 0.16 0.06
Cl 0.10 -1.70 -0.55
*
```

Calculated values
* SMILES string: C=C[C@H](C)C(F)(Cl)Cl
* HOMO: -9.87 eV
* frontier orbital gap: 10.47 eV

Charges in e, computed with Mulliken, in the same order as the atoms:
1. C -1.4229
2. C 0.3534
3. C -0.4146
4. C -0.6442
5. C 0.2726
6. H 0.3321
7. H 0.3570
8. H 0.4051
9. H 0.2899
10. H 0.5369
11. H 0.3127
12. H 0.1018
13. F -0.2056
14. Cl -0.1487
15. Cl -0.1256


(1) takes first place; second place is 1.667 eV up.


(1)
Density functional theory data (ωB97M-V/def2-TZVPD) for a molecular structure, C7H13O.

Geometry as ORCA input:
```
! RIJCOSX wB97M-V def2-TZVPD def2/J DEFGRID3
* xyz -1 1
C -1.72 1.33 -1.35
O -2.41 0.44 -2.12
C -1.46 0.85 0.08
C -0.61 -0.38 0.14
C 0.52 -0.49 0.88
C 0.84 0.46 1.90
C 1.56 0.12 3.06
C 1.64 -1.51 0.53
H -2.27 2.30 -1.24
H -0.74 1.57 -1.84
H -2.45 0.77 0.55
H -0.87 1.57 0.66
H -1.46 -0.47 -5.67
H -0.88 -1.19 -0.53
H -0.76 -0.68 -5.60
H 1.45 -0.88 3.50
H 2.16 0.38 2.04
H 1.71 0.92 3.77
H 2.57 -0.95 0.48
H 1.78 -2.31 1.25
H 1.40 -1.85 -0.48
*
```

Calculated values
* HOMO: -2.14 eV
* frontier orbital gap: 5.46 eV

Charges in e, computed with Mulliken, in the same order as the atoms:
1. C -0.6275
2. O -0.8897
3. C -0.2858
4. C -0.6307
5. C 0.8150
6. C -0.6525
7. C -0.3768
8. C -1.3961
9. H 0.2265
10. H 0.1991
11. H 0.3014
12. H 0.3501
13. H -0.0011
14. H 0.3401
15. H 0.0018
16. H 0.2570
17. H 0.0270
18. H 0.2890
19. H 0.3885
20. H 0.2699
21. H 0.3949


(2)
Density functional theory data (ωB97M-V/def2-TZVPD) for a gas-phase ion, C7H13O (charge -1).

Geometry as ORCA input:
```
! RIJCOSX wB97M-V def2-TZVPD def2/J DEFGRID3
* xyz -1 1
C 1.95 -2.25 -0.35
O 0.98 -2.89 0.49
C 1.26 -1.50 -1.51
C 1.07 0.03 -1.19
C 0.27 0.29 0.03
C -2.67 2.42 1.37
C -1.51 1.51 1.21
C -0.80 1.20 0.07
H 2.49 -3.12 -0.74
H 2.65 -1.65 0.23
H 0.28 -1.98 -1.51
H 1.88 -1.59 -2.41
H 0.66 0.59 -2.03
H 2.14 0.36 -1.06
H 0.42 -2.18 0.79
H 0.47 -0.22 0.97
H -2.54 3.52 1.37
H -3.24 2.30 2.31
H -3.47 2.28 0.61
H -1.13 1.16 2.17
H -1.15 1.72 -0.82
*
```

Calculated values
* HOMO: -0.77 eV
* frontier orbital gap: 4.76 eV

Charges in e, computed with Mulliken, in the same order as the atoms:
1. C -0.4819
2. O -0.5605
3. C -0.8409
4. C -0.4775
5. C -0.4429
6. C -1.0875
7. C -0.5181
8. C -0.2327
9. H 0.2917
10. H 0.2688
11. H 0.4182
12. H 0.3913
13. H 0.2826
14. H 0.2098
15. H 0.3129
16. H 0.2130
17. H 0.2063
18. H 0.2998
19. H 0.2333
20. H 0.2642
21. H 0.2501


(3)
Density functional theory data (ωB97M-V/def2-TZVPD) for 2 unconnected molecules or ions with the total composition C7H13O.

Geometry as ORCA input:
```
! RIJCOSX wB97M-V def2-TZVPD def2/J DEFGRID3
* xyz -1 1
C -1.69 1.81 -0.56
O -2.46 2.43 -1.40
C -0.53 0.95 -1.32
C -0.26 -0.44 -1.02
C 0.62 -0.94 -0.09
C 0.76 -2.33 0.10
C 1.33 -0.03 0.90
C 0.36 0.55 1.96
H -1.13 2.49 0.13
H -2.22 1.09 0.11
H -0.83 1.01 -2.36
H 0.42 1.46 -1.12
H 0.03 -3.35 -1.79
H -0.73 -1.15 -1.69
H 1.73 -2.61 0.54
H 0.34 -3.08 -0.80
H 1.83 0.79 0.38
H 2.06 -0.63 1.44
H 0.17 -0.26 2.67
H -0.57 0.80 1.48
H 0.76 1.44 2.43
*
```

Calculated values
* HOMO: -3.05 eV
* frontier orbital gap: 5.33 eV

Charges in e, computed with Mulliken, in the same order as the atoms:
1. C -0.2243
2. O -0.8208
3. C -0.5721
4. C -0.3131
5. C 0.8653
6. C -0.7131
7. C -0.9458
8. C -0.8335
9. H 0.0873
10. H 0.1531
11. H 0.3520
12. H 0.2537
13. H 0.8702
14. H 0.1403
15. H 0.2553
16. H -1.0581
17. H 0.3681
18. H 0.4005
19. H 0.3547
20. H 0.1144
21. H 0.2656


(2) takes first place; second place is 3.981 eV up.